Record 1
ORCA calculation (ωB97M-V/def2-TZVPD) on an isolated ion of composition CH4ClN2O and charge +1 in a non-equilibrium geometry.

Each line ends with the Löwdin charge.
Positions of all 9 atoms, in Å:
C: 1.05083 0.46074 -0.10425  0.1205
N: -0.20815 -0.27746 -0.48611  -0.2444
O: -0.26130 -0.70906 -1.59036  0.2070
N: -1.25877 -0.36319 0.31106  -0.2840
Cl: -1.51967 0.07491 1.94933  0.8198
H: 1.91453 0.15377 -0.66707  0.1308
H: 1.22648 0.26188 0.87612  0.0627
H: 0.86560 1.45144 -0.24654  0.0935
H: -1.80956 -1.05304 -0.04219  0.0940

Properties
Structure (SMILES): C[N+](=O)NCl
HOMO (eV): -16.511
Frontier orbital gap (eV): 10.066
Electronic energy (eV): -18639.9172
Relative energy (zero: lowest compared OMol25 entry of this formula, charge and spin) (eV): 3.814
Charge: +1



Record 2
ORCA calculation (ωB97M-V/def2-TZVPD) on C24H18N5Re as an isolated structure.

Each line ends with the Löwdin charge.
Positions of all 48 atoms, in Å:
Re: 0.59927 -1.32261 -0.54004  1.5829
C: -3.08865 -0.58553 -3.80267  0.0040
C: -2.03269 -1.48738 -3.76639  -0.0198
C: -1.49565 -1.85388 -2.54105  -0.0483
C: -2.01442 -1.28341 -1.36088  -0.2780
C: -3.07123 -0.36806 -1.39468  0.0075
C: -3.60711 -0.03886 -2.62419  -0.0022
N: -1.27239 -1.53808 -0.19643  -0.0798
C: -1.71362 -1.70373 1.11583  -0.1850
C: -3.02659 -1.90570 1.52678  0.0441
C: -3.26606 -2.08778 2.88073  0.0163
C: -2.21960 -2.08936 3.80652  0.0199
C: -0.89864 -1.92399 3.40081  0.0449
C: -0.66533 -1.73064 2.05766  -0.1585
N: 0.61475 -1.62854 1.44941  -0.0917
N: 1.66359 -1.82033 2.10478  0.1760
C: 2.79967 -1.81921 1.29742  -0.2762
C: 4.03431 -2.02620 1.87062  0.0701
C: 5.14873 -2.07611 1.03832  0.0459
C: 4.98600 -1.92441 -0.33102  0.0263
C: 3.71851 -1.71979 -0.84847  -0.0592
N: 2.63206 -1.66125 -0.05472  -0.0777
H: -3.53267 -0.31960 -4.75313  0.1360
H: -1.67156 -1.94518 -4.67735  0.1339
H: -0.80360 -2.69182 -2.48183  0.1107
H: -3.43337 0.09448 -0.48594  0.1300
H: -4.43333 0.65809 -2.67572  0.1355
H: -3.83345 -1.94248 0.80744  0.1356
H: -4.27943 -2.24717 3.22436  0.1398
H: -2.43713 -2.24167 4.85525  0.1394
H: -0.08204 -1.95179 4.10974  0.1371
H: 4.10632 -2.15548 2.94216  0.1476
H: 6.13292 -2.24035 1.45892  0.1473
H: 5.83229 -1.96444 -1.00332  0.1427
H: 3.55908 -1.59492 -1.91158  0.1314
N: 0.61044 0.63403 -0.41687  0.0393
C: 0.57624 1.79577 -0.39895  -0.0128
C: 0.54742 3.19174 -0.36762  -0.2090
C: 0.31568 3.90433 -1.56134  0.0078
C: 0.30232 5.27919 -1.52012  -0.0176
C: 0.52165 5.93781 -0.31086  0.0170
C: 0.75156 5.23398 0.87049  -0.0181
C: 0.76581 3.85860 0.85467  0.0070
H: 0.15677 3.37363 -2.49109  0.1301
H: 0.12679 5.84707 -2.42292  0.1316
H: 0.51519 7.01999 -0.28896  0.1359
H: 0.91852 5.76734 1.79567  0.1314
H: 0.94269 3.29372 1.76056  0.1292

Properties
2S+1: 2
HOMO (alpha / beta) (eV): -17.503 / -17.719
Frontier orbital gap (alpha / beta) (eV): 5.508 / 5.762
Electronic energy (eV): -34730.9145
Charge: +3